--- a ---
10
Properties=species:S:1:pos:R:3:mulliken_charge:R:1 method="wB97M-V/def2-TZVPD" homo_lumo_gap_ev="6.65 / 6.65" e_lumo_ev="-0.5 / -0.5" spin_multiplicity=1
C -1.23723 -0.63919 -0.37259 -0.835
P 2.09039 -0.60399 -0.02534 -0.145
P -1.19631 1.19243 -0.11606 0.049
S 1.28337 1.25075 0.13010 -0.157
H -1.94944 -0.97182 -1.13582 0.328
H -1.16775 -1.23364 0.65505 0.314
H -0.24036 -1.03770 -0.77696 0.176
H 1.33245 -0.95955 1.20943 0.015
H -0.95069 1.14556 1.22652 0.052
H 2.03556 1.85715 -0.79434 0.202

--- b ---
10
Properties=species:S:1:pos:R:3:mulliken_charge:R:1 method="wB97M-V/def2-TZVPD" smiles="C[SH](=P)=P" homo_lumo_gap_ev=6.72 e_lumo_ev=-0.7 spin_multiplicity=1
C 1.37599 -0.29894 -0.34992 -0.830
P -1.24884 0.03286 -1.62132 -0.085
P -0.80055 -0.95612 2.21939 -0.113
S -0.05009 0.19209 0.60871 -0.293
H 1.24728 0.36005 -1.25818 0.385
H 2.29635 -0.21818 0.23011 0.324
H 1.05331 -1.28616 -0.71396 0.336
H -1.95027 1.26389 -1.37388 -0.016
H -2.08601 -0.65052 1.71294 0.010
H 0.16283 1.56103 0.54611 0.283

Which structure is most stable, and how do the rest compare? From most to least stable: a, b.

--- a ---
18
Properties=species:S:1:pos:R:3:mulliken_charge:R:1 method="wB97M-V/def2-TZVPD" homo_lumo_gap_ev=7.59 e_lumo_ev=-4.7 spin_multiplicity=1 total_charge=+1
C -0.04954 -0.12379 -0.12584 -0.179
C 2.95343 -1.51854 -0.03511 0.672
C -2.23976 0.55226 0.46245 -0.507
C -2.25129 -0.88079 -0.20666 -0.515
C 2.42693 0.80349 -0.52372 -0.609
N -0.76468 0.85000 0.36120 -0.097
N -0.84358 -1.11742 -0.47976 -0.096
O 3.28191 -2.57735 0.15070 -0.122
O 2.19983 -0.56946 -0.15976 -0.131
H -2.87007 1.24884 -0.02801 0.312
H -2.56470 0.45097 1.42567 0.301
H -2.70735 -1.51033 0.53944 0.267
H -2.71759 -0.94831 -1.12934 0.340
H 1.68695 1.30804 0.07971 0.188
H 2.20784 0.75127 -1.56587 0.365
H 3.52855 1.06317 -0.32226 0.409
H -0.29411 1.77218 0.67177 0.217
H -0.41262 -1.99254 -0.80320 0.185

--- b ---
18
Properties=species:S:1:pos:R:3:mulliken_charge:R:1 method="wB97M-V/def2-TZVPD" smiles="CC1=[NH+][C@@](C)(O)C(=O)N1" homo_lumo_gap_ev=9.68 e_lumo_ev=-4.2 spin_multiplicity=1 total_charge=+1
C -0.98135 -1.16146 -0.63328 0.240
C 1.08548 -0.53453 0.15193 0.586
C -0.82685 0.67253 -0.48102 0.690
C 2.45946 -0.75279 0.62566 -1.179
C -1.86403 1.14600 0.51079 -1.393
N 0.26843 -1.54958 -0.16864 -0.043
N 0.52940 0.64536 0.04705 -0.144
O -1.90334 -1.79854 -0.98081 -0.419
O -0.80233 1.29484 -1.69573 -0.526
H 2.91372 -1.61865 0.14664 0.380
H 2.44505 -0.95087 1.70000 0.325
H 3.08068 0.12423 0.46033 0.366
H -1.84039 2.23336 0.58192 0.417
H -1.68576 0.72670 1.49820 0.388
H -2.85637 0.83929 0.18252 0.396
H 0.57566 -2.51725 -0.17202 0.247
H 1.05856 1.50308 0.13607 0.281
H -1.65602 1.69829 -1.90961 0.388

--- c ---
18
Properties=species:S:1:pos:R:3:mulliken_charge:R:1 method="wB97M-V/def2-TZVPD" smiles="C[N+]1=C(O[O-])[N@@H+](C)C=C1" homo_lumo_gap_ev=8.17 e_lumo_ev=-5.0 spin_multiplicity=1 total_charge=+1
C -0.95384 -1.07937 0.61190 -0.269
C -1.34558 0.16969 0.86536 -0.555
C 0.70720 0.16855 -0.16386 0.471
C 1.08232 -2.23336 -0.35268 -0.914
C -0.86413 2.01715 -0.69010 -0.894
N 0.29397 -1.07674 -0.00843 0.151
N -0.34769 1.08994 0.35187 0.122
O 1.85395 0.62805 -0.53555 -0.224
O 2.28216 0.95700 0.83357 -0.505
H -1.45744 -2.00527 0.81529 0.494
H -2.23592 0.53515 1.33907 0.490
H 0.69836 -2.69670 -1.26242 0.348
H 2.11576 -1.92304 -0.51170 0.357
H 1.05030 -2.95815 0.46082 0.375
H -1.56189 2.71786 -0.23085 0.393
H -0.03474 2.56514 -1.13944 0.358
H -1.37778 1.45205 -1.46431 0.375
H 0.09499 1.67202 1.08143 0.427

Which structure is most stable, and how do the rest compare? From most to least stable: b, a, c.

--- a ---
12
Properties=species:S:1:pos:R:3:mulliken_charge:R:1 method="wB97M-V/def2-TZVPD" smiles="S[C@@]1(Cl)CC=CS1" homo_lumo_gap_ev=8.80 e_lumo_ev=0.2 spin_multiplicity=1
C -0.05330 -0.73344 1.11485 -0.618
C 0.00567 -1.68269 0.23009 -0.207
C 0.46204 0.62317 0.66437 -0.663
C 0.50731 0.57009 -0.84978 0.192
S 0.62136 -1.15578 -1.32854 -0.097
S -1.30158 1.61050 -1.42607 -0.243
Cl 1.73904 1.52888 -1.62599 -0.145
H -0.34755 -0.88271 2.08327 0.456
H -0.29037 -2.65808 0.22586 0.477
H -0.31271 1.27046 0.99910 0.347
H 1.35434 0.77589 1.21903 0.358
H -2.38426 0.73372 -1.30618 0.143

--- b ---
12
Properties=species:S:1:pos:R:3:mulliken_charge:R:1 method="wB97M-V/def2-TZVPD" smiles="CSC(=S)/C=C/Cl" homo_lumo_gap_ev=8.05 e_lumo_ev=-0.6 spin_multiplicity=1
C -3.33552 0.10660 0.17784 -0.858
C -0.64527 -0.09132 -0.02324 0.371
C 0.80822 -0.68355 -0.21341 -0.265
C 1.80890 0.10212 0.12990 -0.307
H -4.21131 -0.41180 0.58313 0.350
H -3.48149 0.56179 -0.82218 0.298
H -3.07994 0.81052 0.97589 0.312
H 0.87322 -1.69147 -0.60851 0.303
H 1.61270 1.14491 0.24681 0.298
S -2.07976 -1.10990 -0.02059 0.004
S -0.63034 1.56027 -0.10246 -0.339
Cl 3.51943 -0.24841 0.06866 -0.167

Which structure is most stable, and how do the rest compare? From most to least stable: b, a.

--- a ---
10
Properties=species:S:1:pos:R:3:mulliken_charge:R:1 method="wB97M-V/def2-TZVPD" smiles="CS/C=C/Cl" homo_lumo_gap_ev=9.07 e_lumo_ev=0.9 spin_multiplicity=1
C 0.64657 2.34924 1.32477 -0.740
C 0.23166 0.09177 -0.06917 -0.199
C -0.55371 -0.93739 -0.42506 -0.203
H 1.64321 1.90352 1.14571 0.235
H 0.16335 1.98886 2.25241 0.269
H 0.63943 3.47320 1.32429 0.301
H 1.17275 -0.10715 0.38801 0.260
H -1.51707 -0.66526 -0.87776 0.324
S -0.33026 1.69596 -0.03605 -0.066
Cl 0.07267 -2.51472 -0.50819 -0.181

--- b ---
10
Properties=species:S:1:pos:R:3:mulliken_charge:R:1 method="wB97M-V/def2-TZVPD" smiles=SC1(Cl)CC1 homo_lumo_gap_ev=9.91 e_lumo_ev=0.9 spin_multiplicity=1
C 0.22164 -0.33926 -1.03561 -0.565
C 0.40173 -0.41598 0.44972 -0.534
C -0.93250 -0.01076 -0.10723 0.445
S -1.50070 1.73266 -0.02653 -0.257
Cl -2.37897 -0.97996 0.02616 -0.221
H 0.76818 0.51715 -1.62562 0.227
H 0.08868 -1.38099 -1.41844 0.235
H 0.46688 -1.13701 1.19098 0.304
H 0.89238 0.42258 0.91537 0.233
H -2.68959 1.41357 0.44646 0.132

--- c ---
10
Properties=species:S:1:pos:R:3:mulliken_charge:R:1 method="wB97M-V/def2-TZVPD" smiles="SC/C=C/Cl" homo_lumo_gap_ev=10.13 e_lumo_ev=0.9 spin_multiplicity=1
C 0.91319 0.51374 0.02989 -0.328
C -0.36761 -0.18357 -0.09356 -0.117
C -1.58897 0.35123 0.00316 -0.350
H 1.83431 -1.73704 -0.42764 0.100
H 1.02979 1.34531 -0.67273 0.350
H 0.99790 0.84484 1.02295 0.282
H -0.24665 -1.27044 -0.11388 0.132
H -1.85230 1.41137 0.07389 0.347
S 2.28849 -0.64134 0.09677 -0.236
Cl -3.00813 -0.63410 0.08114 -0.180

Which structure is most stable, and how do the rest compare? From most to least stable: a, c, b.